This record from OMol25 describes 6 unconnected molecules or ions with the total composition C19H50BCl2N3O11PS8 in a non-equilibrium geometry. The level of theory is ωB97M-V/def2-TZVPD.

Geometry (Å):
C  3.45  3.93  -0.81
C  2.78  2.97  -1.80
Cl  3.88  2.82  -3.20
C  2.54  1.55  -1.23
Cl  2.59  1.45  0.54
C  1.29  0.85  -1.84
O  1.25  1.29  -3.16
C  1.57  -0.64  -1.73
B  2.56  -1.47  -2.68
N  2.39  -1.28  -4.08
O  3.55  -2.27  -2.20
N  0.87  -1.19  -0.79
S  0.91  -2.84  -0.28
C  -0.06  -0.22  -0.14
P  -1.59  -1.03  0.61
N  -2.17  -2.16  -0.28
C  -0.13  0.92  -1.15
S  -0.61  2.45  -0.22
C  -2.31  2.83  -0.52
O  0.19  3.54  -0.70
O  -0.51  2.12  1.17
S  -1.29  0.51  -2.50
C  -1.44  1.89  -3.58
O  -0.76  -0.65  -3.17
O  -2.59  0.29  -1.92
H  3.71  4.82  -1.37
H  2.74  4.23  -0.04
H  4.36  3.52  -0.40
H  1.85  3.43  -2.10
H  3.40  0.96  -1.56
H  1.20  0.55  -3.78
H  1.52  -1.61  -4.47
H  3.18  -1.65  -4.61
H  3.61  -2.26  -1.24
H  0.27  -3.36  -1.33
H  0.49  0.11  0.75
H  -2.43  0.07  0.83
H  -1.16  -1.46  1.87
H  -2.17  -3.03  0.26
H  -2.50  3.56  0.27
H  -2.94  1.97  -0.32
H  -2.47  3.27  -1.49
H  -2.48  1.94  -3.91
H  -1.10  2.81  -3.12
H  -0.82  1.70  -4.45
C  -4.84  -0.91  -3.73
S  -4.09  -0.88  -5.35
O  -3.28  0.38  -5.43
C  -5.61  -0.59  -6.26
H  -4.05  -1.04  -2.99
H  -5.36  0.03  -3.55
H  -5.53  -1.75  -3.67
H  -6.07  0.33  -5.90
H  -6.27  -1.44  -6.11
H  -5.36  -0.49  -7.31
C  6.64  -0.89  -3.38
S  7.75  0.11  -2.39
O  6.94  1.23  -1.83
C  8.67  0.79  -3.77
H  5.93  -1.37  -2.71
H  6.10  -0.25  -4.08
H  7.21  -1.65  -3.92
H  7.99  1.31  -4.45
H  9.18  -0.02  -4.30
H  9.40  1.49  -3.38
C  -3.45  -3.18  4.27
S  -2.15  -4.06  3.39
O  -2.47  -3.95  1.93
C  -2.64  -5.70  3.90
H  -3.36  -2.12  4.04
H  -4.42  -3.55  3.94
H  -3.31  -3.34  5.34
H  -3.66  -5.88  3.58
H  -2.54  -5.77  4.98
H  -1.97  -6.41  3.42
C  -0.30  -2.38  6.62
S  0.44  -4.01  6.47
O  -0.66  -4.93  6.06
C  0.70  -4.27  8.23
H  -0.58  -2.05  5.62
H  -1.18  -2.43  7.26
H  0.44  -1.69  7.04
H  -0.25  -4.19  8.75
H  1.41  -3.52  8.60
H  1.11  -5.26  8.36
C  -2.32  6.07  3.19
S  -1.86  4.34  3.02
O  -3.07  3.62  2.54
C  -1.70  4.01  4.77
H  -2.51  6.47  2.20
H  -3.21  6.15  3.81
H  -1.49  6.62  3.65
H  -2.64  4.24  5.27
H  -0.89  4.62  5.18
H  -1.46  2.96  4.89

Calculated values
net charge	+1
orbital gap	0.248	hartree
LUMO level	-4.0	eV

---

This record from OMol25 describes 2 unconnected molecules or ions with the total composition C3H2IN4O2 in a non-equilibrium geometry. The level of theory is ωB97M-V/def2-TZVPD.

Geometry (Å):
C  0.44  -1.84  -0.90
C  -0.47  -0.20  1.78
C  1.59  -1.12  -0.53
N  -0.88  -0.56  0.58
N  -0.73  1.10  1.93
N  -1.39  0.48  -0.06
N  -1.24  1.45  0.76
O  -0.72  -1.79  -0.02
O  0.15  -2.60  -1.78
I  -0.88  6.78  -0.70
H  1.71  -0.35  0.11
H  2.43  -1.35  -1.18

Calculated values
net charge	-1
orbital gap (alpha / beta)	0.096 / 0.176	hartree
LUMO level (alpha / beta)	-1.2 / 1.2	eV

---

This record from OMol25 describes a molecular structure, C26H36AsClIO2P2Rh in a non-equilibrium geometry. The level of theory is ωB97M-V/def2-TZVPD.

Geometry (Å):
C  0.02  0.66  -4.73
C  -0.03  0.84  -3.26
H  0.05  1.58  -5.30
H  -0.81  0.10  -5.11
H  0.87  0.09  -5.06
O  -0.05  1.82  -2.56
I  -0.12  -2.65  0.10
Rh  0.20  -1.47  -2.74
P  2.41  -1.00  -2.35
C  3.06  0.25  -1.16
C  3.16  -2.56  -1.97
H  4.22  -2.49  -2.20
H  4.21  -0.58  -3.86
H  2.70  -3.36  -2.56
H  2.77  -1.18  -4.74
H  2.85  -0.09  -0.14
H  3.01  -2.77  -0.92
C  3.13  -0.50  -3.97
H  4.14  0.34  -1.32
H  2.86  0.52  -4.22
H  2.54  1.20  -1.34
P  -2.23  -1.07  -2.33
C  -2.86  0.12  -1.07
C  -3.03  -0.51  -3.90
H  -2.66  -3.40  -2.66
H  -4.13  -2.52  -2.21
H  -2.91  -2.91  -0.98
C  -3.07  -2.63  -2.01
H  -2.71  -1.17  -4.71
H  -4.11  -0.58  -3.77
H  -3.94  0.26  -1.21
H  -2.33  1.07  -1.20
H  -2.75  0.52  -4.14
H  -2.66  -0.28  -0.08
Cl  0.03  -2.74  -4.35
O  0.17  0.25  -0.13
As  0.01  0.58  1.52
C  1.58  0.04  2.52
C  1.84  0.69  3.75
C  2.89  0.25  4.55
C  3.69  -0.84  4.14
C  3.43  -1.48  2.94
C  2.36  -1.04  2.13
C  -0.26  2.49  1.74
C  -1.46  3.10  1.30
C  -1.63  4.50  1.49
C  -0.59  5.28  1.98
C  0.65  4.69  2.25
C  0.84  3.31  2.07
C  -1.44  -0.40  2.35
C  -2.72  0.13  2.54
C  -3.68  -0.62  3.24
C  -3.35  -1.87  3.77
C  -2.08  -2.41  3.55
C  -1.13  -1.67  2.86
H  1.21  1.52  4.05
H  3.11  0.76  5.49
H  4.50  -1.18  4.79
H  4.04  -2.33  2.61
H  2.10  -1.57  1.21
H  -2.22  2.51  0.77
H  -2.59  4.95  1.22
H  -0.73  6.34  2.13
H  1.49  5.30  2.59
H  1.83  2.86  2.15
H  -2.95  1.12  2.15
H  -4.68  -0.20  3.40
H  -4.10  -2.44  4.34
H  -1.82  -3.40  3.93
H  -0.15  -2.10  2.67

Calculated values
net charge	+2
2S+1	5
orbital gap (alpha / beta)	0.265 / 0.207	hartree
LUMO level (alpha / beta)	-6.9 / -8.5	eV

---

This record from OMol25 describes a molecular structure, C29H44N4O3S2SbSe4SiY in a non-equilibrium geometry. The level of theory is ωB97M-V/def2-TZVPD.

Geometry (Å):
Y  0.40  -0.65  0.33
N  5.51  -6.16  1.78
C  5.22  -4.81  1.56
C  5.02  -3.94  2.64
C  4.73  -2.61  2.42
C  4.63  -2.12  1.12
C  4.86  -2.96  0.05
C  5.16  -4.30  0.26
S  4.11  -0.44  0.85
O  4.04  -0.28  -0.58
O  4.98  0.42  1.60
N  2.61  -0.44  1.38
C  2.20  -0.18  2.65
N  2.97  -0.17  3.74
C  2.33  0.06  4.89
C  0.97  0.27  5.00
C  0.23  0.20  3.82
N  0.86  0.00  2.67
H  5.18  -6.51  2.67
H  5.24  -6.77  1.03
H  5.08  -4.33  3.65
H  4.55  -1.94  3.25
H  4.78  -2.56  -0.95
H  5.31  -4.96  -0.58
H  2.96  0.08  5.77
H  0.49  0.45  5.95
H  -0.85  0.33  3.77
C  -0.39  3.66  -0.43
S  0.53  2.30  0.29
O  0.82  1.40  -0.91
C  2.10  3.11  0.58
C  3.12  3.03  -0.34
C  4.36  3.57  -0.02
C  4.56  4.16  1.22
C  3.53  4.22  2.14
C  2.29  3.68  1.83
H  0.06  3.88  -1.39
H  -0.33  4.51  0.25
H  -1.43  3.33  -0.50
H  2.95  2.52  -1.28
H  5.18  3.49  -0.73
H  5.54  4.56  1.47
H  3.70  4.66  3.12
H  1.49  3.68  2.56
C  -3.48  -3.68  0.42
C  -2.55  -3.75  -0.80
C  -3.11  -2.75  -1.82
C  -2.63  -5.16  -1.39
Si  -0.77  -3.19  -0.27
C  -0.21  -4.14  1.37
C  1.28  -3.88  1.67
C  -0.41  -5.66  1.42
C  -1.00  -3.52  2.54
C  0.56  -3.53  -1.74
C  1.06  -4.98  -1.77
C  -0.03  -3.20  -3.11
C  1.74  -2.58  -1.53
H  -4.53  -3.69  0.09
H  -3.35  -2.76  0.99
H  -3.34  -4.53  1.09
H  -4.19  -2.94  -1.97
H  -2.63  -2.84  -2.80
H  -3.02  -1.72  -1.47
H  -3.67  -5.39  -1.67
H  -2.31  -5.93  -0.68
H  -2.02  -5.27  -2.29
H  1.94  -4.48  1.03
H  1.49  -4.17  2.71
H  1.64  -2.85  1.57
H  0.12  -6.17  0.62
H  -1.47  -5.92  1.35
H  -0.04  -6.07  2.38
H  -1.07  -2.43  2.48
H  -0.51  -3.78  3.50
H  -2.02  -3.88  2.59
H  0.22  -5.68  -1.81
H  1.64  -5.22  -0.88
H  1.70  -5.17  -2.64
H  -0.83  -3.89  -3.39
H  0.76  -3.28  -3.88
H  -0.43  -2.19  -3.15
H  2.18  -2.63  -0.53
H  1.57  -1.51  -1.77
H  2.55  -2.85  -2.23
Se  -5.87  0.47  0.66
Sb  -4.07  1.46  1.92
Se  -1.86  0.27  0.66
Se  -3.66  3.82  1.51
Se  -3.60  0.63  4.19

Calculated values
net charge	-2
orbital gap	0.194	hartree
LUMO level	3.7	eV

---

Q: Among the records above, which one has the highest net charge?
A: C26H36AsClIO2P2Rh